(1)
The following is a DFT calculation (ωB97M-V with the def2-TZVPD basis set) of a cluster of 10 separate species, C40H48N6O18 in total in a non-equilibrium geometry.

Positions of all 112 atoms, in Å:
1 C 1.731 0.387 0.368
2 O 1.384 1.291 -0.373
3 O 2.915 0.500 0.735
4 O 0.984 -0.559 0.562
5 C 5.729 1.537 7.538
6 C 6.120 1.188 6.263
7 C 5.155 0.998 5.309
8 C 3.777 0.945 5.558
9 C 3.412 1.244 6.923
10 C 4.390 1.502 7.893
11 O 4.072 1.699 9.176
12 O 5.515 0.670 4.021
13 H 6.492 1.601 8.299
14 H 7.156 1.071 5.981
15 H 3.063 0.760 4.769
16 H 2.365 1.373 7.154
17 H 4.815 2.053 9.671
18 H 4.788 0.645 3.394
19 C -0.648 -5.021 -1.356
20 C -1.639 -6.026 -1.569
21 C -1.202 -7.298 -1.961
22 C 0.046 -7.710 -2.014
23 C 1.085 -6.803 -1.777
24 C 0.692 -5.501 -1.462
25 O 1.599 -4.565 -1.123
26 O -2.182 -8.213 -2.236
27 H -0.966 -4.024 -1.089
28 H -2.666 -5.774 -1.354
29 H 0.215 -8.724 -2.344
30 H 2.127 -7.059 -1.901
31 H 1.195 -3.752 -0.809
32 H -2.332 -8.644 -1.391
33 C 2.816 3.763 -7.005
34 C 2.546 4.358 -8.217
35 C 1.230 4.257 -8.767
36 C 0.269 3.557 -8.086
37 C 0.596 2.908 -6.969
38 C 1.883 2.946 -6.439
39 O 2.274 2.321 -5.324
40 O 0.919 5.058 -9.835
41 H 3.753 4.163 -6.648
42 H 3.217 5.033 -8.729
43 H -0.753 3.465 -8.425
44 H -0.148 2.201 -6.635
45 H 1.599 1.661 -5.148
46 H -0.022 5.162 -9.997
47 C -2.230 -1.457 -5.418
48 C -3.518 -1.703 -5.881
49 C -4.598 -1.080 -5.304
50 C -4.487 -0.236 -4.239
51 C -3.192 -0.028 -3.683
52 C -2.080 -0.658 -4.265
53 O -0.838 -0.547 -3.693
54 O -5.879 -1.356 -5.668
55 H -1.392 -1.998 -5.831
56 H -3.523 -2.526 -6.580
57 H -5.357 0.110 -3.700
58 H -3.241 0.454 -2.718
59 H -0.826 -0.238 -2.785
60 H -6.518 -1.051 -5.019
61 C -3.939 3.758 1.891
62 C -2.792 3.563 1.102
63 C -2.564 4.440 0.036
64 C -3.328 5.475 -0.205
65 C -4.535 5.585 0.507
66 C -4.816 4.727 1.589
67 O -5.947 4.985 2.311
68 O -1.375 4.317 -0.604
69 H -3.994 3.173 2.797
70 H -2.148 2.707 1.233
71 H -3.037 6.068 -1.059
72 H -5.247 6.267 0.067
73 H -6.316 4.212 2.742
74 H -0.966 3.475 -0.387
75 C -5.395 -0.593 4.008
76 C -4.071 -0.933 4.255
77 C -3.131 -1.038 3.204
78 C -3.581 -0.813 1.877
79 C -4.983 -0.706 1.596
80 C -5.761 -0.490 2.733
81 O -7.082 -0.388 2.517
82 O -1.795 -1.260 3.437
83 H -6.157 -0.386 4.744
84 H -3.777 -0.980 5.293
85 H -2.851 -0.796 1.081
86 H -5.393 -0.579 0.605
87 H -7.400 -0.377 3.422
88 H -1.346 -1.060 2.613
89 C -0.383 3.239 5.495
90 O -0.019 4.299 5.936
91 N 0.103 2.689 4.393
92 N -1.138 2.394 6.086
93 H -0.159 1.818 3.955
94 H 0.617 3.356 3.835
95 H -1.133 2.635 7.067
96 H -1.240 1.480 5.669
97 C 5.797 -1.036 -2.695
98 O 6.672 -1.084 -3.531
99 N 6.075 -0.825 -1.426
100 N 4.546 -1.232 -2.892
101 H 7.036 -0.798 -1.117
102 H 5.288 -0.880 -0.795
103 H 3.973 -1.350 -2.068
104 H 4.259 -1.166 -3.858
105 C 4.211 -4.342 3.212
106 O 4.920 -4.471 4.166
107 N 3.737 -3.200 2.973
108 N 4.023 -5.298 2.323
109 H 3.181 -3.028 2.147
110 H 3.906 -2.519 3.699
111 H 3.428 -5.166 1.518
112 H 4.343 -6.198 2.653

Atomic forces in eV per Å
1.83 1.15 -1.06
-3.45 4.95 -3.83
4.41 -1.46 2.98
-3.33 -5.24 2.12
0.16 -1.05 -0.12
0.16 0.50 -0.19
-1.88 -1.51 -2.68
0.87 1.36 3.55
0.24 -0.03 -1.59
0.58 -0.05 -1.81
-1.37 0.33 1.73
1.54 0.21 0.51
0.05 0.28 0.25
0.07 0.15 0.00
-0.08 0.02 0.05
-0.09 -0.26 0.28
0.09 -0.04 -0.20
-0.50 0.08 -0.09
-1.17 -3.90 -0.76
2.18 1.80 0.27
-3.42 1.54 0.71
3.42 -0.12 -0.65
-0.85 0.75 -0.04
-0.84 1.86 0.84
1.85 -0.31 -0.16
-1.10 -1.11 0.03
0.52 0.15 0.10
-0.20 -0.32 -0.42
0.23 -0.09 0.09
0.02 0.07 0.22
-0.16 0.31 0.01
-0.41 -0.37 -0.10
1.03 1.77 -1.99
-2.65 0.29 -1.24
0.98 1.06 0.57
-0.46 0.83 -1.93
0.72 -2.25 1.77
-0.21 0.40 0.52
-0.36 -0.88 0.51
0.63 0.30 -0.88
0.19 -1.10 0.99
0.24 -0.02 0.15
-0.09 0.20 -0.34
0.03 0.01 0.81
-0.01 -0.26 0.76
-0.04 -0.38 0.37
-0.53 0.74 1.39
1.37 -0.49 -0.28
-1.36 0.20 0.50
2.91 0.16 1.10
-1.72 -0.83 -0.72
0.31 0.61 0.85
-0.02 -0.49 -1.15
-0.91 -1.09 -1.57
0.10 0.09 0.07
-0.91 0.24 -0.41
-0.10 0.24 -0.12
0.92 0.29 0.02
-0.14 0.31 0.37
0.32 0.12 0.10
2.58 -1.79 0.26
-1.63 0.29 -0.09
3.87 -3.54 2.05
-3.08 2.00 -0.59
0.31 -0.21 -0.51
-0.78 2.22 -1.52
-0.81 0.45 0.27
-0.12 0.37 -0.95
-0.47 -0.24 0.07
0.23 0.08 0.32
-0.37 0.47 0.05
-0.33 0.26 0.69
0.36 -0.23 -0.10
0.53 -0.37 0.00
2.28 -0.29 1.12
0.92 0.37 0.30
-0.90 0.62 -0.45
-1.56 -0.66 0.24
2.77 1.00 1.78
-0.84 -1.09 -3.36
-1.92 0.65 -0.14
-1.05 0.21 0.51
0.30 -0.20 0.58
0.45 -0.25 0.01
0.11 -0.13 -0.17
0.06 -0.10 0.03
-1.06 0.08 -0.25
0.80 -0.06 -0.38
2.48 0.41 -1.98
0.09 1.89 0.72
1.87 0.87 -3.35
-3.57 -2.08 3.60
-0.03 0.27 0.17
0.10 -0.49 -0.36
-0.76 -1.02 0.18
-0.12 0.05 0.89
3.19 0.00 0.52
1.27 0.18 -2.07
0.55 0.27 2.77
-3.88 -0.77 -1.47
-0.52 -0.04 -0.02
0.57 0.50 0.71
-0.79 0.36 -0.78
-0.60 -0.25 0.56
1.63 -1.29 0.26
2.17 -1.75 3.46
-2.96 4.92 -1.59
-0.47 -2.39 -1.57
-0.07 0.78 0.34
-0.24 0.22 -0.63
0.13 -0.41 0.21
-0.26 0.09 -0.60

## Properties
Total charge ... -2
Multiplicity ... 1


(2)
The following is a DFT calculation (ωB97M-V with the def2-TZVPD basis set) of the ion C40H48NO2S with charge +1 in a non-equilibrium geometry.

Positions of all 92 atoms, in Å:
1 C -6.005 1.673 5.249
2 C -5.186 0.857 4.258
3 C -4.296 -0.147 4.688
4 C -3.590 -0.969 3.789
5 C -2.687 -2.046 4.416
6 C -3.798 -0.795 2.390
7 C -3.152 -1.648 1.340
8 C -3.731 -3.060 1.312
9 C -1.619 -1.776 1.318
10 C -0.868 -0.488 1.126
11 C 0.389 -0.311 1.840
12 C 0.782 1.036 2.100
13 C -0.020 2.155 1.498
14 C 1.783 1.352 3.021
15 C 2.601 0.358 3.581
16 C 3.765 0.633 4.481
17 C 2.178 -0.949 3.334
18 C 1.208 -1.327 2.417
19 C 1.069 -2.795 2.210
20 C -4.799 0.109 1.936
21 C -5.256 0.183 0.476
22 C -5.447 0.935 2.872
23 H -6.519 2.501 4.745
24 H -6.787 1.027 5.688
25 H -5.424 2.101 6.082
26 H -4.170 -0.325 5.771
27 H -2.754 -3.057 3.973
28 H -1.612 -1.783 4.446
29 H -2.951 -2.199 5.483
30 H -3.390 -1.172 0.401
31 H -4.814 -3.020 1.106
32 H -3.245 -3.673 0.529
33 H -3.583 -3.562 2.287
34 H -1.326 -2.239 2.259
35 H -1.326 -2.455 0.499
36 H -1.614 0.379 1.287
37 H 0.448 3.140 1.791
38 H -0.022 2.069 0.355
39 H -1.121 2.190 1.820
40 H 1.946 2.417 3.226
41 H 4.022 -0.261 5.055
42 H 4.695 0.969 3.998
43 H 3.473 1.388 5.201
44 H 2.706 -1.748 3.873
45 H 2.082 -3.205 2.287
46 H 0.499 -3.290 3.012
47 H 0.680 -3.082 1.239
48 H -6.177 0.780 0.313
49 H -4.527 0.654 -0.215
50 H -5.484 -0.811 0.054
51 H -6.244 1.629 2.526
52 C -2.299 0.927 -2.471
53 C -2.032 0.406 -0.992
54 C -0.599 0.096 -0.611
55 C 0.462 0.345 -1.393
56 N 1.284 0.473 -2.387
57 C 2.564 1.159 -2.328
58 C 3.246 0.832 -1.074
59 C 3.586 1.860 -0.205
60 C 4.325 1.534 0.919
61 C 4.650 0.176 1.144
62 C 4.312 -0.840 0.249
63 C 3.614 -0.492 -0.911
64 S 0.676 0.679 -4.460
65 C 1.954 0.489 -5.707
66 C 2.473 1.627 -6.316
67 C 3.481 1.496 -7.277
68 C 3.999 0.232 -7.595
69 C 5.087 0.107 -8.644
70 C 3.490 -0.902 -6.938
71 C 2.469 -0.776 -6.002
72 O -0.297 -0.425 -4.540
73 O 0.213 2.026 -4.497
74 H -3.409 1.031 -2.617
75 H -1.822 1.920 -2.670
76 H -1.911 0.227 -3.233
77 H -2.471 1.191 -0.307
78 H -2.639 -0.516 -0.832
79 H 3.184 0.758 -3.144
80 H 2.500 2.263 -2.369
81 H 3.350 2.904 -0.472
82 H 4.584 2.341 1.614
83 H 5.228 -0.078 2.033
84 H 4.571 -1.894 0.401
85 H 3.412 -1.187 -1.733
86 H 2.070 2.603 -6.084
87 H 3.867 2.393 -7.782
88 H 5.442 -0.928 -8.722
89 H 4.690 0.388 -9.629
90 H 5.952 0.759 -8.450
91 H 3.908 -1.886 -7.192
92 H 2.054 -1.658 -5.520

Atomic forces in eV per Å
-0.11 -0.11 -0.05
-0.03 -0.63 -0.48
-0.02 0.20 -0.13
-0.21 0.16 0.00
0.18 -0.23 0.44
-0.50 0.32 0.64
0.52 -0.62 -0.60
-0.38 -0.45 -0.01
-0.19 -0.38 -0.42
-0.40 1.74 -1.95
2.02 0.68 1.26
-0.81 -0.38 0.81
-0.59 1.32 -0.68
0.53 0.04 -0.70
-1.34 -0.16 -0.21
-0.03 -0.08 0.47
1.26 -0.07 0.12
-1.24 1.09 0.17
0.44 -0.72 0.16
-0.06 0.36 0.53
-0.16 0.19 -0.57
-0.19 0.12 0.36
0.16 -0.21 0.08
0.31 0.26 -0.11
-0.04 -0.29 -0.39
-0.02 0.19 -0.64
-0.07 0.67 -0.02
-0.43 0.11 -0.25
-0.04 0.26 -0.59
-0.39 -0.25 0.01
0.38 -0.13 0.14
-0.28 0.26 0.35
-0.15 0.15 -0.59
0.29 0.07 -0.16
-0.28 -0.05 0.40
1.49 -1.34 0.17
-0.62 -0.97 -0.45
0.02 0.45 1.73
1.54 -0.09 -0.27
0.17 -0.40 -0.04
-0.02 0.02 -0.09
-0.46 -0.01 -0.17
0.13 0.29 0.17
-0.06 0.20 -0.41
-0.18 -0.14 -0.11
-0.07 0.16 -0.31
-0.14 0.01 0.00
0.48 -0.30 0.60
-0.19 -0.29 0.51
0.14 0.26 0.25
0.70 -0.51 0.22
-0.10 -0.05 0.52
-0.93 2.20 -1.54
0.58 -1.19 -0.15
-1.34 -0.75 -0.83
-1.54 0.30 0.37
0.30 1.17 -0.31
0.44 0.14 0.05
0.27 -0.07 -0.05
-0.10 -0.59 0.16
0.33 0.47 0.31
-0.29 0.06 -0.47
0.50 -0.02 0.74
-3.15 -2.99 -0.69
0.66 -0.36 0.76
0.26 0.39 -0.32
-0.33 -0.01 0.25
0.24 0.14 -0.05
-0.09 -0.17 -0.02
-0.03 0.15 -0.18
-0.08 -0.35 0.14
2.45 1.82 0.11
0.65 0.12 0.64
1.06 -0.04 0.14
-0.42 -0.74 0.35
-0.38 0.29 0.59
0.55 -0.88 -0.49
0.93 0.70 -0.29
-0.40 0.39 -0.10
-0.34 -0.46 -0.55
0.00 -0.63 0.33
0.15 -0.58 -0.11
-0.20 0.03 -0.21
0.11 0.58 0.19
-0.02 0.01 0.55
0.04 0.01 0.08
-0.24 -0.50 0.29
-0.06 0.27 0.06
0.05 -0.03 0.23
-0.37 -0.17 0.09
-0.34 0.46 0.23
0.09 0.13 -0.02

## Properties
Total charge ... +1
Multiplicity ... 1


What did we get for E_tot? Answer: -88051.4280, -58667.9938 eV, in the order shown.
What did we get for molar mass? Answer: 900.85, 606.90 g/mol, in the order shown.
What did we get for relative energy (zero: lowest compared OMol25 entry of this formula, charge and spin)? Answer: 1012.3, 119.9 kJ/mol, in the order shown.